A 10-piece molecular cluster, C28H48Cl4F2NO25S2 overall, computed with the ωB97M-V functional and the def2-TZVPD basis.

Values from the calculation:
Kohn-Sham gap: 10.24 eV
net charge: -1
multiplicity: 1
electronic energy: -5868.45367 hartree

```
110
Properties=species:S:1:pos:R:3:lowdin_charge:R:1
N 0.45174 0.37962 -0.08071 -0.2610
S 1.67240 -0.26184 -0.69641 0.4466
O 1.51978 -0.91878 -2.00082 -0.2922
O 2.65912 -0.87048 0.17242 -0.2732
F 2.34017 1.16467 -1.03692 -0.1942
S -0.58553 -0.87318 -0.11552 0.5843
O -0.17615 -2.17843 0.39046 -0.2585
O -1.54279 -0.85268 -1.23133 -0.2922
F -1.53191 -0.36149 1.10204 -0.2034
Cl -1.23352 4.33166 -2.04589 0.6678
C -0.39366 2.88944 -2.44511 -0.6784
C -1.20326 1.92032 -3.32008 -0.7239
Cl -1.56551 2.56031 -4.87579 0.6166
H -0.07609 2.46200 -1.49403 0.0400
H 0.49253 3.20273 -2.99703 0.0733
H -2.08830 1.56779 -2.79043 0.0703
H -0.60528 1.01415 -3.41675 0.0639
Cl -3.30879 4.74169 2.03661 0.6278
C -2.13451 4.00996 0.95283 -0.6910
C -1.13089 3.14608 1.70890 -0.6192
Cl -0.41857 3.86947 3.21167 0.5761
H -1.60475 4.74036 0.34132 0.0030
H -2.70410 3.42341 0.23197 0.0498
H -0.25263 2.83992 1.14053 0.0287
H -1.54763 2.16006 1.91426 0.0505
C -2.36784 -4.66771 -0.54591 -0.1495
C -3.64945 -4.19858 0.05677 -0.1243
O -3.31003 -3.87320 1.40410 0.0663
C -2.00445 -4.27201 1.66555 -0.4814
O -1.40414 -4.16786 2.71628 0.1432
O -1.47968 -4.81793 0.52141 0.0368
H -1.94317 -3.97354 -1.27108 0.1166
H -2.48432 -5.59845 -1.10112 0.1324
H -4.43293 -4.94716 -0.06109 0.1267
H -4.11898 -3.37712 -0.48437 0.1232
C -3.07939 -1.10505 -4.58785 -0.1328
C -3.25720 -2.23058 -3.62035 -0.1342
O -4.34579 -1.80060 -2.80848 0.0761
C -4.95507 -0.77369 -3.38999 -0.5357
O -6.02658 -0.28074 -2.98381 0.1035
O -4.30866 -0.44667 -4.50788 0.0792
H -2.85158 -1.42519 -5.60457 0.1420
H -2.29716 -0.43602 -4.22922 0.1036
H -2.30342 -2.39490 -3.11896 0.1109
H -3.42317 -3.15555 -4.17261 0.1301
C 1.73749 -4.39284 3.34107 -0.0988
C 1.56381 -4.80079 1.89256 -0.1129
O 2.70025 -4.20544 1.32965 0.0799
C 3.57574 -3.82286 2.22869 -0.6234
O 4.62761 -3.32152 1.98622 0.1475
O 3.09368 -3.94173 3.45952 0.0807
H 1.56538 -5.21035 4.04118 0.1329
H 1.12914 -3.51701 3.56676 0.1250
H 0.67454 -4.34030 1.46218 0.0909
H 1.61533 -5.87956 1.74526 0.1363
C 1.02622 0.07341 3.15206 -0.1608
C 2.03672 1.20123 2.82940 -0.1111
O 2.13623 1.76908 4.10953 0.0657
C 1.64159 0.98660 5.03815 -0.5442
O 1.85115 1.16641 6.22285 0.1250
O 0.88915 -0.06502 4.53158 0.0797
H 1.20194 -0.82000 2.55283 0.1119
H 0.03570 0.36902 2.80626 0.0989
H 1.62093 1.81017 2.02666 0.0945
H 2.96820 0.74088 2.49998 0.1189
C 5.99952 2.37085 2.09835 -0.0506
C 5.12527 2.10583 0.86163 -0.2035
O 4.13761 3.11747 0.71280 -0.0322
C 4.39936 4.37811 0.23539 -0.5412
O 5.51935 4.76768 -0.02307 0.1190
O 3.35249 5.20934 0.28831 0.0090
C 2.00255 4.79080 0.51762 -0.0320
H 5.43035 2.10580 2.98937 0.0677
H 6.18562 3.43906 2.20972 0.0756
H 6.93823 1.82104 2.03035 0.0804
H 4.60633 1.14748 0.88092 0.1057
H 5.84331 2.17207 0.04424 0.1222
H 1.33227 5.12358 -0.27490 0.0821
H 1.72842 5.23337 1.47526 0.0842
H 1.98222 3.70193 0.56300 0.0686
C 2.73253 -3.37430 -4.56165 -0.0721
C 3.93396 -2.43010 -4.76479 -0.1828
O 4.75250 -2.65799 -3.59601 -0.0247
C 5.81219 -1.88498 -3.24728 -0.4910
O 6.31478 -0.99959 -3.97071 0.0789
O 6.19541 -2.17255 -1.95619 -0.0231
C 5.32949 -2.82022 -1.02616 -0.0391
H 1.98261 -3.17296 -5.32663 0.0707
H 2.30935 -3.39585 -3.55739 0.0712
H 2.98011 -4.42765 -4.69298 0.0663
H 3.53816 -1.41759 -4.84398 0.1222
H 4.44379 -2.65689 -5.70113 0.1197
H 4.62918 -3.52701 -1.47126 0.0944
H 4.76927 -1.96680 -0.64416 0.0794
H 5.94755 -3.27842 -0.25405 0.0888
C -4.40890 0.62872 1.57021 -0.0677
C -5.91543 0.79947 1.81539 -0.1726
O -6.21149 2.04833 2.47372 0.0519
C -6.27604 3.13184 1.73197 -0.6047
O -6.04273 3.29995 0.53992 0.0940
O -6.74426 4.12392 2.53597 -0.0284
C -7.14257 5.29480 1.93526 -0.0972
H -3.80086 0.66932 2.47396 0.0792
H -4.06085 1.38413 0.86570 0.0655
H -4.09994 -0.31533 1.12144 0.0659
H -6.30690 -0.02245 2.41480 0.1228
H -6.29491 0.72731 0.79613 0.1220
H -7.56989 6.01791 2.62997 0.0924
H -7.81954 5.11564 1.09996 0.1021
H -6.23908 5.83132 1.64554 0.0802
```

---

C28H48F7InNO7 as an isolated structure, computed with the ωB97M-V functional and the def2-TZVPD basis.

Values from the calculation:
Kohn-Sham gap: 7.77 eV
net charge: -1
multiplicity: 1
electronic energy: -2566.28928 hartree

```
92
Properties=species:S:1:pos:R:3:lowdin_charge:R:1
C 6.51621 -2.98585 1.01611 -0.0989
O 7.69042 -3.25205 0.27140 -0.2033
C 8.73305 -2.32053 0.44962 -0.2354
C 8.53849 -0.95226 -0.24480 -0.1675
C 7.48447 -0.92147 -1.36452 -0.2084
C 6.25686 -0.07997 -0.99935 -0.2312
C 5.17996 -0.09267 -2.07885 -0.2228
C 3.87497 0.57337 -1.61805 -0.2150
C 2.66882 0.21842 -2.49343 -0.2323
C 1.33006 0.38505 -1.76806 -0.3403
C 0.12452 -0.06988 -2.58957 -0.2819
In -1.76733 0.24398 -1.48354 0.8844
C -2.85883 1.96050 -2.41333 -0.2508
C -4.04390 2.38656 -1.59872 -0.3189
F -4.39425 3.75515 -1.81342 -0.1195
C -1.23823 0.77859 0.62146 -0.2289
C -2.00069 -0.02872 1.71167 -0.2148
C -0.99827 -0.87833 2.44139 -0.5028
N -0.80433 -2.22642 1.93717 0.1037
O -0.31913 -0.48050 3.35931 0.0675
C -3.03218 -1.65459 -1.39788 -0.2539
O -2.55726 -2.77528 -1.44910 0.0006
C -4.58945 -1.53907 -1.23715 -0.4232
F -4.81785 -0.53379 -0.33966 0.0878
F -5.12259 -1.15617 -2.42884 0.1125
C -5.33458 -2.78509 -0.70133 -0.3512
F -4.56427 -3.38429 0.23482 0.1440
F -6.48855 -2.40764 -0.09461 0.1381
C -5.73529 -3.86708 -1.73716 -0.3559
F -6.40059 -4.82314 -1.04957 0.1392
F -6.59018 -3.34743 -2.64771 0.1393
C -4.57038 -4.56330 -2.47701 -0.4380
O -4.17987 -5.64590 -2.15128 0.1653
O -4.14898 -3.86803 -3.53082 0.1472
H 6.65234 -2.14834 1.70640 0.0884
H 5.69314 -2.73390 0.34322 0.0843
H 6.24660 -3.87113 1.59332 0.0856
H 8.88096 -2.15512 1.52398 0.1121
H 9.63799 -2.79492 0.06881 0.1139
H 9.50305 -0.65467 -0.66072 0.1000
H 8.27952 -0.19641 0.50027 0.1018
H 7.18151 -1.92827 -1.65187 0.1076
H 7.92082 -0.45986 -2.25563 0.1072
H 5.82339 -0.47214 -0.07628 0.0958
H 6.59836 0.94357 -0.82282 0.1176
H 5.55677 0.40115 -2.97914 0.1139
H 4.96044 -1.13557 -2.33099 0.1089
H 3.69398 0.28074 -0.58160 0.1071
H 4.03453 1.65468 -1.66408 0.1137
H 2.68661 0.85013 -3.38678 0.1119
H 2.74973 -0.82667 -2.81072 0.1067
H 1.39913 -0.18963 -0.83911 0.0904
H 1.21840 1.44147 -1.50044 0.1057
H 0.09146 0.50839 -3.51793 0.0308
H 0.23787 -1.12650 -2.84845 0.0291
H -2.13792 2.78328 -2.40959 0.0393
H -3.15026 1.72358 -3.43682 0.0302
H -3.88135 2.27274 -0.52359 0.0896
H -4.93425 1.81176 -1.87048 0.0913
H -0.16307 0.63263 0.72428 0.0246
H -1.44204 1.84210 0.73540 0.0323
H -2.44518 0.65463 2.43721 0.1100
H -2.77086 -0.67510 1.29278 0.0692
H -1.72427 -2.66383 1.92264 0.0747
H -0.58370 -2.13395 0.94398 0.0764
H -3.68824 -4.49921 -4.10585 0.1478
C 3.47165 -0.85273 5.01381 -0.1669
C 4.17119 0.40507 5.52476 -0.1754
C 4.78684 0.95332 4.24277 -0.2230
O 3.91349 0.57739 3.18474 -0.1478
C 2.95901 -0.38930 3.65734 -0.1921
H 2.66992 -1.20547 5.66017 0.1120
H 4.19734 -1.66176 4.89478 0.1085
H 3.43575 1.10766 5.92238 0.1121
H 4.91406 0.21332 6.29907 0.1052
H 5.77693 0.51472 4.06329 0.1100
H 4.88925 2.04017 4.24932 0.1126
H 1.98162 0.08403 3.74404 0.0974
H 2.88333 -1.19712 2.92966 0.1186
C -7.34469 4.22862 -1.04948 -0.1774
C -8.85436 4.19464 -0.81658 -0.1728
C -8.93389 4.31282 0.70011 -0.2173
O -7.81041 5.09477 1.10115 -0.1460
C -6.89567 5.22775 0.00506 -0.1993
H -7.05592 4.52497 -2.05487 0.1113
H -6.90744 3.24957 -0.85011 0.1055
H -9.32917 5.05889 -1.28826 0.1089
H -9.33614 3.29324 -1.19355 0.1084
H -8.86857 3.32801 1.17645 0.1152
H -9.84714 4.80214 1.04448 0.1106
H -6.95085 6.25487 -0.37337 0.1153
H -5.88247 5.04268 0.35819 0.1143
```

---

C28H49ClCuN7O4 as an isolated structure, computed with the ωB97M-V functional and the def2-TZVPD basis.

Values from the calculation:
Kohn-Sham gap: 9.16 eV
energy above the lowest of the compared OMol25 structures with the same formula, charge and spin: 31.2 kcal per mole
multiplicity: 1
electronic energy: -3880.82974 hartree

```
90
Properties=species:S:1:pos:R:3:lowdin_charge:R:1
Cu -29.42640 32.73200 18.13830 0.2514
Cl -27.65601 30.59871 19.74710 0.5412
O -28.05291 31.77012 20.38036 -0.3623
O -27.83417 29.50738 20.64623 -0.3326
O -28.40468 30.40286 18.56974 -0.3574
O -26.29710 30.81874 19.50602 -0.3355
C -35.27910 32.19757 19.97055 -0.1099
C -35.05931 31.31242 18.76697 -0.2332
C -33.78288 30.44160 18.86144 -0.1659
C -32.62444 31.22299 19.23464 -0.1810
N -31.65227 31.84986 19.53766 0.1926
H -36.14534 32.84159 19.81904 0.0770
H -34.59654 33.03892 20.09034 0.0450
H -35.32701 31.71830 20.94835 0.0817
H -35.04969 31.96531 17.89419 0.0747
H -35.91749 30.66961 18.57097 0.1145
H -33.62910 30.01611 17.86976 0.1160
H -33.88526 29.62541 19.57660 0.1212
C -30.85252 28.22112 22.96880 -0.1035
C -31.53296 27.39253 21.89917 -0.2638
C -30.87691 27.43902 20.50982 -0.1990
C -31.62514 26.84970 19.43348 -0.2223
N -32.26348 26.36005 18.56141 0.1233
H -31.48059 28.25093 23.85917 0.0708
H -30.77749 29.24960 22.61571 0.0543
H -29.88759 27.85015 23.31432 0.0837
H -32.57637 27.69901 21.82509 0.1009
H -31.57454 26.35069 22.21688 0.1092
H -29.92410 26.94897 20.71006 0.1299
H -30.67484 28.47217 20.22726 0.1105
C -30.30356 32.01639 23.40203 -0.1267
C -31.07262 33.07874 24.05429 -0.2915
C -32.56582 32.72302 24.25031 -0.1577
C -33.25377 33.90031 24.92816 -0.2211
N -33.78974 34.75437 25.45210 0.1262
H -29.22074 32.13057 23.45246 0.0878
H -30.51923 31.96136 22.33500 0.0676
H -30.38127 31.07452 23.94512 0.0702
H -30.82791 34.04388 23.61074 0.1056
H -30.72660 33.16985 25.08388 0.1116
H -32.67251 31.73695 24.70240 0.1165
H -33.06304 32.61844 23.28597 0.0979
C -23.15415 33.59092 19.69600 -0.1157
C -24.61492 33.75252 19.31024 -0.2408
C -24.84962 33.39779 17.82406 -0.1573
C -26.26116 33.62629 17.45118 -0.1733
N -27.36563 33.74085 17.11970 0.1762
H -22.75069 34.44723 20.23642 0.0700
H -22.49380 33.44417 18.84130 0.0681
H -22.99953 32.70125 20.30648 0.0743
H -24.73175 34.79020 19.62275 0.1063
H -25.24664 33.23335 20.03101 0.1039
H -24.65109 32.35530 17.57527 0.1116
H -24.21196 33.93356 17.12089 0.1219
C -35.09291 33.58489 15.51008 -0.0898
C -34.22304 32.87726 14.46425 -0.2668
C -33.17776 31.82935 14.85226 -0.1488
C -32.02798 32.26358 15.71607 -0.1577
N -31.15823 32.60939 16.37765 0.1855
H -35.36679 34.63065 15.37060 0.0775
H -34.58643 33.31301 16.43618 0.0453
H -36.05152 33.06610 15.50519 0.0702
H -33.79649 33.68188 13.86531 0.1077
H -34.85747 32.37880 13.73135 0.1061
H -32.72435 31.62904 13.88149 0.1240
H -33.69613 31.03909 15.39529 0.1145
C -25.75439 30.65919 13.32558 -0.1205
C -25.69959 31.02040 14.79156 -0.2735
C -26.65740 30.18209 15.67642 -0.1666
C -28.08835 30.09076 15.15600 -0.1946
N -29.17719 30.06175 14.78918 0.1332
H -26.72275 30.93156 12.90581 0.0754
H -25.47931 29.61630 13.16806 0.0778
H -25.03002 31.26546 12.78169 0.0699
H -26.13035 32.02138 14.76739 0.0969
H -24.72748 30.95477 15.28026 0.1084
H -26.61489 30.60809 16.67882 0.0706
H -26.17955 29.22512 15.88613 0.1171
C -33.41036 37.06849 19.11308 -0.0947
C -33.23908 36.04569 20.25822 -0.2285
C -31.78456 35.90201 20.79748 -0.1443
C -30.82315 35.28173 19.82213 -0.1414
N -30.03433 34.77628 19.08571 0.1647
H -34.37224 37.05546 18.60053 0.0696
H -32.60156 37.02633 18.38359 0.0705
H -33.34988 38.06386 19.55316 0.0697
H -33.59283 35.06518 19.93952 0.0808
H -33.87386 36.30216 21.10638 0.1079
H -31.72926 35.08487 21.51673 0.0962
H -31.29399 36.79501 21.18475 0.1243
```

---

A 2-piece molecular cluster, C28H49F7N5O4P2S overall, computed with the ωB97M-V functional and the def2-TZVPD basis.

Values from the calculation:
Kohn-Sham gap: 7.31 eV
energy above the lowest of the compared OMol25 structures with the same formula, charge and spin: 0.0 kcal per mole
net charge: +1
multiplicity: 1
electronic energy: -3450.62362 hartree

```
96
Properties=species:S:1:pos:R:3:lowdin_charge:R:1
C -4.11892 3.67519 0.66686 0.0123
C -4.74693 2.54884 1.44871 -0.4829
O -5.94635 2.51276 1.63854 0.1336
O -3.93331 1.56838 1.99420 -0.0215
C -3.40679 0.69764 1.00807 -0.1919
C -2.27490 -0.13102 1.59935 -0.1266
C -1.47189 -0.71788 0.43899 -0.0809
C -0.27053 -1.62613 0.91603 -0.2467
C -0.75101 -3.07221 0.55071 -0.3638
F -1.98151 -3.14585 1.06365 0.1601
F -0.79556 -3.14771 -0.78990 0.1464
C -0.12425 -4.45392 0.99419 -0.3143
F -1.16391 -5.31796 0.82289 0.1399
F 0.78324 -4.94678 0.14425 0.1354
C 0.27390 -4.70769 2.48701 -0.5302
F -0.58657 -4.13947 3.31639 0.2041
F 1.53646 -4.37707 2.77354 0.1569
F 0.19137 -6.03301 2.68647 0.1817
O -0.25020 -1.50892 2.33686 -0.0950
C 0.96807 -1.50076 3.06043 -0.4279
P 0.98224 0.03828 4.12505 0.4120
S 2.43693 0.03461 5.39871 0.2155
C 2.32875 -1.58682 2.33013 -0.1217
N 2.27850 -1.67106 0.81900 -0.3122
N 2.37498 -3.06724 0.47237 0.1111
P 3.79313 -0.95235 0.01944 0.8570
N 3.71764 -1.16945 -1.51513 -0.2217
C 1.01158 -1.05335 0.32675 -0.1781
C 1.17959 0.46946 0.45815 -0.1778
C 1.34066 1.14764 -0.90298 -0.1707
C 1.70482 2.61170 -0.65270 -0.2110
N 3.01085 2.71782 0.01639 -0.0426
C 3.04271 3.74123 1.07389 -0.1420
C 4.03146 3.44343 2.16930 -0.1563
C 4.22231 2.19725 2.67219 -0.0826
C 5.09068 1.92035 3.68208 -0.1050
C 5.82541 2.94251 4.21078 -0.0688
C 5.67397 4.19111 3.70518 -0.0125
C 4.78864 4.46163 2.70980 -0.2727
O 4.66142 5.75948 2.23793 0.0386
H -4.20280 3.50876 -0.40173 0.0899
H -3.08967 3.87646 0.94871 0.0818
H -4.69236 4.56556 0.89360 0.0917
H -2.94810 1.32283 0.22941 0.1229
H -4.16232 0.07424 0.52980 0.1409
H -2.69727 -0.90085 2.23350 0.1321
H -1.67701 0.57872 2.16057 0.1127
H -2.11299 -1.23213 -0.26814 0.1212
H -1.12207 0.14263 -0.12739 0.1034
H 0.94795 -2.28771 3.80820 0.1066
H -0.26791 0.00072 4.76913 0.0070
H 0.94180 1.16172 3.27078 -0.0095
H 2.92301 -2.42220 2.66870 0.1255
H 2.92839 -0.70964 2.58373 0.0652
H 2.10738 -3.14575 -0.50609 0.1131
H 3.32200 -3.40545 0.60280 0.1084
H 3.91770 0.40018 0.38719 0.0213
H 4.86485 -1.66563 0.59671 0.0480
H 4.46841 -1.78516 -1.81026 0.0014
H 0.98281 -1.23671 -0.74886 0.1577
H 0.30936 0.93743 0.90898 0.1105
H 1.98642 0.77299 1.12111 0.0605
H 0.39874 1.09097 -1.44178 0.1209
H 2.15735 0.71433 -1.47975 0.0840
H 1.67905 3.14156 -1.60372 0.1244
H 0.90088 3.04869 -0.05880 0.1152
H 3.63984 3.04909 -0.70405 0.1249
H 3.27492 4.72987 0.68474 0.1219
H 2.06168 3.84268 1.54017 0.1258
H 3.64404 1.38810 2.23859 0.0545
H 5.18607 0.92134 4.06860 0.0868
H 6.53263 2.76561 5.00244 0.1163
H 6.25345 5.00261 4.11719 0.1307
H 3.88620 6.13812 2.66459 0.1176
C -5.06360 -0.58166 -2.72406 -0.0923
C -4.76782 -0.56294 -4.21262 -0.2675
N -3.37710 -0.25444 -4.49529 -0.1996
C -3.11938 0.03512 -5.89694 -0.2480
C -3.33043 -1.09108 -6.91420 -0.0822
C -2.40643 -1.09799 -3.82952 -0.2595
C -2.47046 -2.61054 -4.06093 -0.0719
H -4.75404 0.35819 -2.26075 0.0709
H -6.13247 -0.70843 -2.55163 0.0795
H -4.55420 -1.40494 -2.21847 0.0596
H -5.39011 0.20450 -4.67877 0.1220
H -5.08693 -1.52225 -4.64772 0.1059
H -2.09789 0.41372 -5.99453 0.1104
H -3.76075 0.87447 -6.18189 0.1112
H -2.53515 -1.83449 -6.86992 0.0562
H -3.32211 -0.67792 -7.92425 0.0735
H -4.28665 -1.59664 -6.77864 0.0684
H -2.49382 -0.92220 -2.75063 0.0787
H -1.40336 -0.74090 -4.08301 0.1127
H -3.48604 -3.00255 -3.99833 0.0733
H -1.87938 -3.11954 -3.29544 0.0562
H -2.05100 -2.89412 -5.02462 0.0599
```

---

Question: Kohn-Sham gap of number 2 (C28H48F7InNO7)?
Answer: 7.77 eV

---

Question: Among the records above, which one has the highest electronic energy?
Answer: C28H48F7InNO7

---

Question: What is the electronic energy in the third record?
Answer: -3880.82974 hartree